Record 1
The following is a DFT calculation (wB97M-V/def2-TZVPD) of C21H49MnN4O7 as an isolated structure in a non-equilibrium geometry.

Last column: Mulliken spin population.
Geometry (Å):
Mn: 0.9559 34.2179 -2.9415  4.900
C: 0.3017 32.6417 -6.4442  -0.002
C: 0.9895 31.8469 -5.2788  -0.002
C: 2.5866 31.7274 -5.3626  -0.002
O: 0.6264 32.1568 -3.9514  0.039
H: 0.6235 33.6761 -6.5648  0.000
H: -0.7765 32.6834 -6.2899  0.000
H: 0.5459 32.3245 -7.4580  0.000
H: 0.5444 30.8871 -5.5413  0.003
H: 2.9063 32.7681 -5.4172  0.002
H: 2.8659 31.0871 -6.1993  0.001
H: 2.9558 31.3310 -4.4168  0.000
C: -3.0942 33.5636 -3.1506  -0.002
C: -2.1979 34.6460 -2.5898  -0.014
C: -2.8971 35.6472 -1.5957  0.005
O: -1.0542 34.2178 -1.9119  0.055
H: -2.7142 32.8487 -3.8804  0.000
H: -3.8441 34.0378 -3.7837  0.000
H: -3.8260 33.1935 -2.4327  0.000
H: -1.7505 35.1756 -3.4309  -0.004
H: -3.7092 36.1225 -2.1459  0.000
H: -2.0984 36.3164 -1.2755  0.003
H: -3.4737 35.0508 -0.8888  -0.003
C: 1.4618 36.5369 -6.6478  -0.003
C: 0.9151 36.7622 -5.1850  -0.024
C: -0.6054 36.9242 -5.1150  0.016
O: 1.3802 35.7786 -4.2806  0.021
H: 0.9306 37.0819 -7.4282  0.000
H: 1.4870 35.4718 -6.8781  -0.001
H: 2.5224 36.7712 -6.5571  -0.001
H: 1.3408 37.7494 -5.0056  0.008
H: -0.9996 37.8317 -5.5722  0.000
H: -1.0953 36.8912 -4.1418  0.000
H: -1.2234 36.1241 -5.5225  0.000
C: 0.1768 38.1124 -1.2745  0.004
O: 0.5406 37.3850 -0.3348  0.003
N: 0.6510 39.4211 -1.4430  -0.001
C: 0.1570 40.2038 -2.6356  0.001
C: 1.6560 40.0185 -0.5128  0.000
H: -0.6130 37.8779 -2.0050  -0.005
H: 0.6483 39.9254 -3.5679  0.000
H: 0.2712 41.2850 -2.5573  0.000
H: -0.8725 40.0726 -2.9688  0.000
H: 1.1050 40.8342 -0.0448  0.000
H: 2.1029 39.4558 0.3068  0.000
H: 2.3421 40.5723 -1.1538  0.000
C: 4.5869 37.2744 0.0890  -0.001
O: 3.5825 36.9536 0.7098  0.000
N: 4.6620 37.4890 -1.1890  0.001
C: 5.9280 38.0147 -1.8574  0.000
C: 3.7472 37.1062 -2.2522  0.011
H: 5.5662 37.4896 0.5439  0.000
H: 5.7521 38.9028 -2.4644  0.000
H: 6.4235 37.2926 -2.5065  0.000
H: 6.7904 38.3668 -1.2914  0.000
H: 3.6501 37.8182 -3.0718  -0.002
H: 4.1676 36.2215 -2.7305  -0.001
H: 2.7066 36.9957 -1.9472  -0.006
C: -3.4506 38.6356 -4.6779  0.001
O: -3.0792 39.2070 -3.7053  0.000
N: -4.0927 39.2176 -5.6856  0.000
C: -4.6042 38.4803 -6.8233  0.000
C: -4.3633 40.6662 -5.9642  0.000
H: -3.2634 37.5796 -4.9270  -0.001
H: -4.9997 37.5469 -6.4227  0.000
H: -3.7896 38.3173 -7.5289  0.000
H: -5.4584 39.0568 -7.1784  0.000
H: -4.0898 41.3856 -5.1924  0.000
H: -3.9312 41.0309 -6.8961  0.000
H: -5.4427 40.8088 -6.0160  0.000
C: 4.5762 38.3509 -11.7973  0.000
O: 5.4687 39.0084 -11.3002  0.000
N: 3.4587 38.1031 -11.0748  0.000
C: 2.2858 37.5899 -11.7180  0.000
C: 3.3727 38.6317 -9.6700  0.000
H: 4.5718 38.0560 -12.8581  0.000
H: 2.2373 38.0181 -12.7191  0.000
H: 1.5301 37.8947 -10.9940  0.000
H: 2.5504 36.5527 -11.9239  0.000
H: 4.3749 38.8412 -9.2959  0.000
H: 2.7919 39.5533 -9.7092  0.000
H: 3.1246 37.8561 -8.9454  0.000

Atoms 1-3, force components in eV/Å:
-2.94 -0.65 -1.52
0.89 1.33 0.42
0.46 -0.34 0.61

## Properties
- Highest occupied orbital energy (spin up / spin down): -0.157 / -0.160 Eh
- Multiplicity: 6
- Calculated total energy: -2726.11316 Eh
- Charge: -1

=====

Record 2
The following is a DFT calculation (wB97M-V/def2-TZVPD) of a 8-piece molecular cluster, C21H51Cl6N3O11P2 overall in a non-equilibrium geometry.

Last column: Löwdin charge in e.
Geometry (Å):
C: -3.8766 4.6303 6.9225  -0.007
C: -3.8358 4.5828 5.4287  -0.554
O: -4.4206 5.4224 4.7377  0.024
N: -3.0127 3.7009 4.8286  -0.005
C: -2.7371 3.6455 3.4120  -0.087
H: -4.7617 5.1494 7.2802  0.084
H: -3.0625 5.2342 7.3287  0.089
H: -3.7873 3.6235 7.3350  0.076
H: -2.8136 2.8552 5.3471  0.132
H: -1.8306 3.1465 3.0736  0.027
H: -2.7693 4.6807 3.0821  0.086
H: -3.4908 3.0411 2.8916  0.081
C: -3.4489 0.2501 -6.9461  0.005
C: -3.4762 -0.3790 -5.5647  -0.544
O: -4.3886 -1.1227 -5.2124  0.023
N: -2.5373 0.0441 -4.6901  0.024
C: -2.4952 -0.3555 -3.3124  -0.076
H: -3.3181 -0.5553 -7.6681  0.084
H: -2.6275 0.9640 -7.0064  0.070
H: -4.3920 0.7424 -7.1636  0.086
H: -1.8929 0.7420 -5.0199  0.133
H: -1.5159 -0.4940 -2.8536  0.058
H: -3.0750 -1.2379 -3.0624  0.079
H: -2.9252 0.4862 -2.7471  0.071
C: 1.6921 -2.7924 3.7590  0.021
C: 2.1804 -2.8861 2.3240  -0.531
O: 2.3073 -1.8711 1.6436  -0.011
N: 2.2048 -4.1107 1.7727  0.025
C: 2.5777 -4.3664 0.3878  -0.054
H: 0.6361 -2.5297 3.6690  0.084
H: 2.2215 -1.9582 4.2113  0.080
H: 1.7619 -3.7215 4.3182  0.078
H: 1.9858 -4.9561 2.2699  0.135
H: 1.8058 -4.9730 -0.0926  0.078
H: 3.5334 -4.8756 0.2939  0.090
H: 2.5292 -3.4392 -0.1768  0.056
C: 6.1501 -2.0038 0.9129  -0.089
O: 6.5011 -1.4893 2.1897  -0.219
P: 6.6521 0.0627 2.5312  0.378
O: 7.0277 0.3171 3.9340  -0.231
O: 7.6066 0.5910 1.3875  -0.214
C: 8.8924 1.1373 1.7346  -0.078
O: 5.2456 0.6913 2.0821  -0.217
C: 4.0202 0.4299 2.7501  -0.095
H: 6.7486 -2.8905 0.7089  0.090
H: 6.3897 -1.2535 0.1526  0.086
H: 5.0845 -2.2354 0.8611  0.073
H: 8.8287 2.2121 1.5800  0.090
H: 9.6171 0.6934 1.0553  0.087
H: 9.2175 0.9305 2.7518  0.082
H: 3.2117 0.4488 2.0254  0.071
H: 3.8041 1.2379 3.4519  0.094
H: 4.0461 -0.5317 3.2569  0.076
C: 2.3897 -0.7227 -1.4195  -0.105
O: 1.9220 -1.2040 -2.6703  -0.184
P: 1.0540 -2.5307 -2.7560  0.380
O: 1.7789 -3.8153 -2.7893  -0.228
O: 0.0532 -2.3285 -1.5423  -0.243
C: -0.8302 -3.3774 -1.1887  -0.106
O: 0.0785 -2.2753 -4.0013  -0.237
C: 0.3612 -2.8025 -5.3236  -0.056
H: 2.2811 0.3665 -1.4211  0.082
H: 3.4758 -0.8134 -1.3076  0.094
H: 1.9231 -1.1209 -0.5234  0.043
H: -1.7682 -3.4166 -1.7500  0.085
H: -1.2117 -3.2617 -0.1689  0.071
H: -0.2878 -4.3219 -1.2410  0.081
H: -0.3634 -3.5840 -5.5347  0.092
H: 1.4107 -3.0891 -5.3510  0.085
H: 0.2002 -1.9693 -6.0087  0.084
Cl: -0.5985 0.7368 2.7054  0.595
C: -0.2471 -0.1559 1.2083  -0.655
C: -1.2111 0.3196 0.1435  -0.650
Cl: -0.4897 1.7562 -0.6932  0.595
H: -0.2447 -1.2304 1.3878  0.065
H: 0.7990 0.0548 1.0067  0.028
H: -2.2059 0.5550 0.5037  0.019
H: -1.4053 -0.4257 -0.6262  0.010
Cl: -6.1320 1.6175 -1.5746  0.618
C: -5.0833 0.6128 -0.5753  -0.693
C: -5.2410 -0.8947 -0.7554  -0.580
Cl: -3.8547 -1.6459 0.1160  0.615
H: -5.2590 0.9622 0.4388  0.071
H: -4.0422 0.7752 -0.8553  0.019
H: -5.1973 -1.0863 -1.8279  0.066
H: -6.1404 -1.3657 -0.3719  0.073
Cl: -4.2567 4.9199 -3.2534  0.517
C: -3.3951 3.8851 -2.0428  -0.671
C: -2.6284 4.7259 -1.0581  -0.675
Cl: -1.1881 5.4310 -1.8253  0.549
H: -2.7364 3.2784 -2.6620  0.043
H: -4.1427 3.2261 -1.6066  -0.002
H: -2.3024 4.0279 -0.2857  0.037
H: -3.2527 5.5225 -0.6662  0.072

Atoms 1-3, force components in eV/Å:
0.09 -0.31 0.53
-0.58 2.15 -1.68
0.20 -0.44 0.72

## Properties
- Highest occupied orbital energy: -0.349 Eh
- SMILES: COP(=O)(OC)OC.COP(=O)(OC)OC.CNC(C)=O.CNC(C)=O.CNC(C)=O.ClCCCl.ClCCCl.ClCCCl
- Energy above the lowest of the compared OMol25 structures with the same formula, charge and spin: 0.000 eV
- Calculated total energy: -5266.74429 Eh

=====

calculated total energy of number 1 (C21H49MnN4O7)? -2726.11316 Eh

=====

The lowest calculated total energy belongs to which entry? C21H51Cl6N3O11P2

=====

What is the formula in the second record? C21H51Cl6N3O11P2